(1)
C8H35N16O9 | wB97M-V/def2-TZVPD

Geometry as XYZ:
```
68
Properties=species:S:1:pos:R:3:forces:R:3
O -0.422 -0.032 -0.040 -0.91 -1.14 1.01
H -0.220 -0.057 -0.978 0.78 -0.33 -2.23
H -1.188 0.523 0.127 -0.99 1.06 0.14
H 0.277 0.316 0.518 1.47 0.55 0.38
C -4.397 -1.724 0.501 -3.75 -1.82 -3.04
O -4.963 -1.985 -0.549 -0.72 -0.29 -1.10
N -3.326 -1.091 0.534 7.10 4.16 -0.66
N -4.926 -1.976 1.641 -2.70 -1.48 4.21
H -2.767 -0.912 1.355 -0.12 -0.06 -0.31
H -2.978 -0.848 -0.383 0.37 -0.11 0.28
H -4.431 -1.871 2.515 -0.49 -0.22 -0.19
H -5.829 -2.419 1.547 0.25 -0.14 0.70
C 2.814 -2.545 2.953 0.28 1.76 1.50
O 2.883 -3.240 2.031 0.14 -5.47 -5.49
N 2.695 -1.282 2.752 -0.54 5.43 -0.67
N 2.870 -2.869 4.195 0.18 -2.40 4.95
H 2.572 -1.039 1.780 0.09 0.76 0.31
H 2.696 -0.633 3.526 -0.29 0.17 -0.69
H 2.780 -3.847 4.429 0.25 0.24 0.13
H 2.936 -2.192 4.941 -0.17 -0.39 -0.22
C 3.328 -0.974 -1.268 -3.84 -0.34 0.74
O 2.118 -1.062 -0.953 0.89 1.04 -0.96
N 3.957 -0.326 -2.205 0.09 2.81 -3.19
N 4.180 -1.633 -0.585 2.39 -2.62 3.29
H 4.964 -0.341 -2.130 -0.43 0.39 -0.85
H 3.457 0.081 -2.983 0.39 0.08 0.15
H 3.683 -2.263 0.028 1.07 -0.63 0.65
H 5.138 -1.674 -0.904 -0.28 -0.86 0.73
C -1.358 2.862 1.753 -0.92 -0.61 -0.51
O -1.590 1.724 1.508 0.47 -4.87 -0.77
N -2.354 3.647 1.931 -3.49 4.56 1.14
N -0.220 3.478 1.804 4.83 1.76 0.10
H -2.089 4.610 2.084 -1.05 0.02 0.10
H -3.327 3.377 1.958 0.54 -0.11 -0.01
H -0.146 4.464 2.011 -0.18 -0.33 -0.02
H 0.669 3.035 1.619 -0.56 -0.43 0.11
C 0.123 -0.109 -3.750 1.85 -0.51 3.71
O 0.044 -0.552 -2.586 -0.35 1.67 -0.42
N -0.104 -0.917 -4.726 -1.53 -1.82 -3.16
N 0.759 1.011 -4.172 0.33 1.86 0.43
H -0.494 -1.816 -4.479 -0.27 0.23 -0.42
H -0.267 -0.457 -5.610 -0.12 -1.01 -0.27
H 0.632 1.325 -5.123 0.15 -0.05 0.26
H 1.122 1.697 -3.526 -0.51 -0.23 0.01
C -3.195 1.983 -1.745 -0.01 -0.24 -0.46
O -2.062 1.633 -1.576 2.80 -0.74 1.64
N -3.583 2.390 -2.929 -1.14 1.60 -3.76
N -4.220 1.954 -0.931 -2.65 -0.03 3.24
H -2.915 2.857 -3.525 -0.17 -0.38 0.05
H -4.555 2.643 -3.033 0.41 0.21 -0.43
H -5.120 2.275 -1.258 0.29 -0.13 0.17
H -4.199 1.797 0.066 0.56 -0.48 -0.37
C -0.749 -3.434 0.429 -3.74 -2.12 -2.23
O -1.768 -4.062 0.188 -1.15 -0.85 0.67
N -0.430 -2.875 1.508 -0.53 1.91 7.93
N 0.047 -3.076 -0.461 4.78 0.97 -7.33
H 0.491 -2.532 1.739 -0.43 -0.26 0.14
H -1.181 -3.055 2.159 0.81 0.27 1.03
H -0.226 -3.276 -1.413 0.42 -0.02 0.14
H 0.854 -2.488 -0.307 -0.18 -0.05 -0.33
C 2.640 1.840 0.955 -2.44 -0.02 1.78
O 1.602 1.208 1.107 -0.90 -1.35 0.62
N 3.525 1.939 1.940 2.26 0.08 0.77
N 2.687 2.699 -0.034 1.51 0.82 -1.40
H 3.301 1.687 2.892 -0.04 -0.31 -0.52
H 4.369 2.474 1.796 -0.17 -0.06 0.28
H 1.800 2.820 -0.501 0.70 0.20 -0.63
H 3.589 3.136 -0.161 -0.74 0.68 -0.85
```
Forces are in eV/Å.

Values from the calculation:
Strongest force on any atom ... 0.1712 hartree/bohr
Charge ... +1
E_LUMO ... -2.41 eV
Energy ... -1879.02346 a.u.
Kohn-Sham gap ... 8.1 eV
Energy relative to the best compared isomer or geometry (same formula, charge and spin) ... 6.1477 eV

Per-atom Löwdin charges, elementary charge units: 0.2109 0.0522 0.0592 0.0664 -0.8593 0.0276 0.1934 0.1793 0.1118 0.1192 0.1141 0.1275 -0.8864 0.0963 0.1784 0.1940 0.0857 0.1075 0.1324 0.1178 -0.7272 -0.0082 0.1825 0.1843 0.1152 0.1149 0.1063 0.1253 -0.7863 0.0562 0.1860 0.2043 0.1157 0.1308 0.1227 0.0794 -0.6670 -0.0023 0.1823 0.1660 0.1395 0.1206 0.1055 0.1048 -0.7566 0.0541 0.1616 0.1922 0.1192 0.1088 0.1161 0.1089 -0.8743 0.0353 0.1843 0.1909 0.0931 0.1254 0.1300 0.0692 -0.7087 -0.0133 0.1942 0.1976 0.1200 0.1161 0.1330 0.1240

---

(2)
C4H7NO | wB97M-V/def2-TZVPD

Geometry as XYZ:
```
13
Properties=species:S:1:pos:R:3:forces:R:3
C 0.360 0.552 -2.024 0.57 -0.59 -0.99
C 0.024 -0.024 -0.865 -1.94 -0.17 -1.91
C -1.160 -0.988 -0.703 0.35 1.35 -0.23
C 0.422 0.325 1.564 2.04 -1.98 3.23
N 0.597 0.627 0.175 -0.46 0.45 1.66
O 1.235 1.667 -0.124 0.91 0.93 0.69
H 1.346 0.983 -2.235 -0.58 -0.13 -0.24
H -1.037 -1.809 -1.392 -0.37 0.04 -0.59
H -0.978 -1.436 0.232 -0.49 -0.63 1.46
H -2.182 -0.472 -0.758 1.61 -0.81 0.05
H 1.050 -0.623 1.863 -1.00 1.46 -0.82
H 0.870 1.096 2.238 -0.33 -0.20 -1.20
H -0.547 0.102 2.029 -0.30 0.27 -1.11
```
Forces are in eV/Å.

Values from the calculation:
Strongest force on any atom ... 0.0837 hartree/bohr
E_LUMO (spin up / spin down) ... -0.34 / -0.23 eV
Energy ... -286.37949 a.u.
Kohn-Sham gap (spin up / spin down) ... 8.5 / 7.7 eV
Energy relative to the best compared isomer or geometry (same formula, charge and spin) ... 6.8615 eV

Per-atom Löwdin charges, elementary charge units: 0.1945 -0.3848 -0.0287 -0.0381 -0.2944 -0.0313 0.0459 0.0709 0.0361 0.1170 0.1260 0.1009 0.0860

---

(3)
C3H10NO3 | wB97M-V/def2-TZVPD

Geometry as XYZ:
```
17
Properties=species:S:1:pos:R:3:forces:R:3
O -0.289 2.244 -0.322 0.05 -0.02 1.40
C -0.206 1.192 -1.143 -1.38 0.57 -0.94
C -1.057 0.072 -0.551 -0.12 0.37 0.80
N -0.442 -0.428 0.728 0.84 0.21 -0.70
C -0.574 -1.866 1.032 0.69 -0.83 1.48
O 0.180 1.172 -2.270 0.74 0.00 0.16
H 0.304 3.012 -0.355 0.04 -0.39 -0.90
H -1.219 -0.730 -1.244 0.28 -0.42 -0.28
H -2.012 0.506 -0.291 -0.34 0.05 -0.06
H 0.566 -0.275 0.576 0.37 0.07 0.04
H -0.653 0.210 1.493 -0.42 -0.25 0.17
H 0.110 -2.118 1.854 -0.08 0.48 -0.02
H -0.165 -2.471 0.232 -0.59 0.15 -0.51
H -1.542 -2.162 1.420 -0.34 0.16 -0.65
H 2.175 0.411 -1.128 -0.24 -0.40 -0.03
H 2.751 0.926 0.138 -0.08 -0.24 0.49
O 2.073 0.306 -0.169 0.61 0.47 -0.45
```
Forces are in eV/Å.

Values from the calculation:
Strongest force on any atom ... 0.0356 hartree/bohr
Charge ... +1
E_LUMO ... -3.31 eV
Energy ... -400.53819 a.u.
Kohn-Sham gap ... 11.8 eV
Energy relative to the best compared isomer or geometry (same formula, charge and spin) ... 1.2645 eV

Per-atom Löwdin charges, elementary charge units: 0.1298 -0.5476 -0.0021 0.0118 0.0079 0.1629 0.1567 0.1437 0.1481 0.1078 0.1884 0.1134 0.1140 0.1097 0.0806 0.0956 -0.0206